The following is a quantum chemistry calculation of a cluster of 4 separate species, C3H14O4S in total in a non-equilibrium geometry, from the OMol25 dataset.

The geometry in ORCA input format:
```
! RIJCOSX wB97M-V def2-TZVPD def2/J DEFGRID3
* xyz 0 1
O -1.514 0.625 1.525
C -0.182 0.690 2.034
C 0.658 1.527 1.027
C 0.630 0.962 -0.366
S 1.075 2.524 -1.416
H -1.831 1.476 1.213
H -0.167 1.117 3.039
H 0.248 -0.326 2.127
H 0.653 2.625 1.119
H 1.657 1.419 1.560
H -0.343 0.725 -0.768
H 1.159 0.015 -0.385
H 2.370 2.427 -1.736
O -1.897 -2.754 -1.897
H -0.955 -2.576 -1.872
H -2.326 -2.147 -1.285
O 3.748 -1.954 -0.986
H 4.444 -2.340 -0.449
H 3.966 -2.146 -1.909
O -3.475 -0.723 -0.342
H -3.624 -0.535 0.594
H -4.297 -0.632 -0.828
*
```

For the energy relative to the best compared isomer or geometry (same formula, charge and spin), the calculation gives 1.401 eV. As for the HOMO-LUMO gap: 0.349 Ha. Its structure (SMILES) is OCCCS.O.O.O. The HOMO energy is -8.94 eV. The calculation puts the energy at -821.7921 Eh. Its lowest unoccupied orbital energy is 0.556 eV.

Atomic partial charges in e from the Mulliken method, atoms 1 to 5:
1 O -0.464
2 C -0.538
3 C -0.781
4 C -0.238
5 S -0.290